(1)
Computed, not measured: a cluster of 2 separate species, C2H4O3P in total, with wB97M-V/def2-TZVPD.

Last column: Löwdin charge in e.
Atoms and positions in Å:
1 C -0.4282 1.3408 0.2249  -0.381
2 O 4.8306 -0.0358 0.0487  -0.066
3 H 0.1175 2.1971 -0.1037  0.054
4 C 3.6724 -0.0692 -0.2082  -0.715
5 H 3.2743 -0.9754 -0.9820  0.109
6 H -1.3608 1.3809 0.6982  0.024
7 P 0.3871 -0.2871 0.3018  0.887
8 H -0.9016 -0.7569 0.8579  -0.102
9 O 2.6851 0.6100 0.2892  -0.313
10 O -0.5058 0.4121 -0.8669  -0.498

Properties
highest occupied orbital energy: -0.14713 hartree
LUMO energy: 4.12 eV
charge: -1
2S+1: 1

***

(2)
Computed, not measured: the ion C2H4O3P with charge -1, with wB97M-V/def2-TZVPD.

Last column: Löwdin charge in e.
Atoms and positions in Å:
1 O 0.5165 0.0010 -1.9540  -0.035
2 H -0.4604 0.1755 -1.9043  0.080
3 C 0.5049 -0.7233 0.3696  -0.536
4 C 0.8045 0.3303 -0.6573  -0.672
5 O 1.2343 -1.2806 1.0998  0.022
6 P -1.3319 -0.1295 0.6157  0.719
7 H -1.6049 -1.1894 1.4024  -0.208
8 H -1.4095 0.7444 1.7349  -0.112
9 O 0.0053 1.2931 -0.0710  -0.369
10 H 1.7412 0.7784 -0.6359  0.110

Properties
highest occupied orbital energy: -0.12861 hartree
LUMO energy: 4.22 eV
charge: -1
SMILES: [O-]C1=[PH2]O[C@@H]1O
2S+1: 1

***

(3)
Computed, not measured: the ion C2H4O3P with charge -1, with wB97M-V/def2-TZVPD.

Last column: Löwdin charge in e.
Atoms and positions in Å:
1 O -1.6402 -2.5906 -1.7209  -0.658
2 P -0.2040 -2.3648 -1.3048  0.539
3 H 0.1564 -1.3582 -2.2210  -0.126
4 O -0.4065 -1.1599 0.0281  -0.360
5 C 0.8824 0.7969 0.3622  -0.010
6 H 1.1963 1.6196 0.9734  0.019
7 H 1.5926 0.1834 -0.2323  0.049
8 C -0.2129 0.0361 0.5972  -0.590
9 O -1.1077 0.4224 1.5598  0.006
10 H -1.5679 -0.3603 1.9864  0.132

Properties
highest occupied orbital energy: -0.11873 hartree
LUMO energy: 3.79 eV
charge: -1
SMILES: C=C(O)OP[O-]
2S+1: 1

***

(4)
Computed, not measured: a cluster of 2 separate species, C2H4O3S in total, with wB97M-V/def2-TZVPD.

Last column: Löwdin charge in e.
Atoms and positions in Å:
1 C 0.1064 0.0151 -1.3835  -0.176
2 H 0.0988 1.8912 -0.5655  0.145
3 H 1.3098 -0.2479 0.7308  -0.089
4 C -0.9851 -0.4491 -0.8838  -0.210
5 H -1.0953 -0.2081 1.6643  -0.142
6 O 0.7492 1.1980 -0.9278  -0.069
7 S 0.0133 0.0587 2.4454  0.742
8 O 1.0675 -0.7650 1.4147  -0.502
9 H 0.8259 -0.6905 -1.8073  0.140
10 O -2.0904 -0.8023 -0.6872  0.162

Properties
highest occupied orbital energy: -0.33627 hartree
LUMO energy: -0.18 eV
SMILES: O=C=CO.OS
2S+1: 1

***

(5)
Computed, not measured: a structure of composition C2H4O3Y, with wB97M-V/def2-TZVPD.

Last column: Löwdin charge in e.
Atoms and positions in Å:
1 O -1.2840 -1.7121 0.4041  -0.155
2 H -3.2997 -1.7320 -0.0179  0.165
3 C -2.3927 -1.1364 0.1466  -0.138
4 C -2.4683 0.2851 0.3126  -0.146
5 O -1.5446 0.8046 1.0452  -0.163
6 Y 0.3461 -0.3211 0.8717  2.052
7 O 1.3321 0.7314 -0.8012  -0.093
8 H -3.4473 0.7819 0.2664  0.161
9 H 2.1518 0.4516 -1.2241  0.123
10 H 0.7829 1.3018 -1.4598  0.194

Properties
highest occupied orbital energy (alpha / beta): -0.63263 / -0.72437 hartree
LUMO energy (alpha / beta): -10.09 / -10.21 eV
charge: +2
expectation value of S²: 0.7526
2S+1: 2

***

(6)
Computed, not measured: the molecule C2H4O4, with wB97M-V/def2-TZVPD.

Last column: Löwdin charge in e.
Atoms and positions in Å:
1 O -1.1244 -0.4577 0.2340  -0.010
2 C 0.0286 0.2336 0.0284  -0.666
3 O 0.0353 1.2245 -0.9208  0.081
4 O 0.1540 1.5161 0.4642  0.100
5 H 1.0419 -1.5340 -0.5691  0.096
6 H 2.1073 -0.1814 -0.1114  0.100
7 O -2.2714 0.3584 0.2618  0.034
8 H -2.4027 0.6602 -0.6541  0.114
9 C 1.1917 -0.7145 0.1274  0.053
10 H 1.2397 -1.1050 1.1396  0.098

Properties
highest occupied orbital energy: -0.38824 hartree
LUMO energy: 0.82 eV
SMILES: CC1(OO)OO1
2S+1: 1

***

(7)
Computed, not measured: the molecule C2H4O4S, with wB97M-V/def2-TZVPD.

Last column: Löwdin charge in e.
Atoms and positions in Å:
1 O -0.8458 -1.8528 -0.9631  -0.317
2 H 2.3451 -0.5733 0.5854  0.108
3 H -2.3585 -0.5143 -0.5778  0.107
4 O 0.7651 -1.8982 0.9560  -0.315
5 H -0.8404 0.6931 1.4610  0.104
6 C -1.1973 -0.1003 0.8201  -0.205
7 O -2.2029 0.2410 0.0289  -0.006
8 O 2.1941 0.1816 -0.0191  -0.004
9 H 0.8509 0.6556 -1.4616  0.104
10 C 1.1815 -0.1395 -0.8100  -0.207
11 S -0.0251 -1.1604 0.0018  0.631

Properties
highest occupied orbital energy (alpha / beta): -0.33223 / -0.33166 hartree
LUMO energy (alpha / beta): -0.70 / -0.71 eV
2S+1: 1

***

(8)
Computed, not measured: the molecule C2H4O4S2, with wB97M-V/def2-TZVPD.

Last column: Löwdin charge in e.
Atoms and positions in Å:
1 H -1.1255 -0.7389 -1.4460  0.025
2 S 0.5828 0.3095 -0.2714  0.710
3 O -1.5424 -2.5814 0.5336  -0.256
4 C -0.0533 -0.9705 -1.2954  -0.313
5 O 0.0675 -0.4101 1.0238  -0.440
6 H -0.2777 1.7593 1.2337  0.095
7 C -0.0160 2.0115 0.1287  -0.097
8 S -0.2897 -1.9708 0.2062  0.657
9 O 1.9823 0.2450 -0.5018  -0.290
10 H 0.8293 2.7143 0.0961  0.069
11 H -0.9913 2.2947 -0.4281  0.106
12 O 0.8342 -2.6626 0.7207  -0.266

Properties
highest occupied orbital energy: -0.35734 hartree
LUMO energy: -0.46 eV
2S+1: 1

***

(9)
Computed, not measured: a cluster of 2 separate species, C2H4O5S3 in total, with wB97M-V/def2-TZVPD.

Last column: Löwdin charge in e.
Atoms and positions in Å:
1 H -0.4830 1.5137 0.0389  -0.119
2 O 3.1872 -0.3763 -1.0157  -0.609
3 S -1.9246 -0.5380 0.1118  0.308
4 H 0.3812 -0.8519 -0.8443  0.011
5 H 1.0559 -1.8420 0.6012  0.031
6 O -1.7339 0.3387 -1.0484  -0.425
7 O -1.8592 -1.9545 -0.1687  -0.389
8 S 2.4307 0.3247 0.0247  0.506
9 C 0.9772 -0.9104 0.0646  -0.201
10 O 3.1538 0.2944 1.3359  -0.610
11 C -0.6171 -0.1580 1.2374  -0.721
12 O -3.2549 -0.1831 0.7170  -0.450
13 H -0.5175 -0.6619 2.1109  0.007
14 S -0.2695 1.4976 1.3521  0.662

Properties
highest occupied orbital energy: -0.00722 hartree
LUMO energy: 5.69 eV
charge: -2
2S+1: 1

***

(10)
Computed, not measured: a cluster of 2 separate species, C2H4OS in total, with wB97M-V/def2-TZVPD.

Last column: Löwdin charge in e.
Atoms and positions in Å:
1 S 2.6599 0.4286 -0.4442  0.709
2 H -2.0335 0.7570 -0.7355  0.037
3 C -1.1482 0.6706 -0.0804  -0.092
4 H 0.0176 -0.9631 0.8303  0.030
5 H -1.0926 1.6438 0.4608  0.055
6 O 3.4530 -0.4701 0.3922  -0.693
7 C -0.7422 -0.6302 0.1184  -0.098
8 H -1.1139 -1.4366 -0.5416  0.053

Properties
highest occupied orbital energy (alpha / beta): -0.33609 / -0.33297 hartree
LUMO energy (alpha / beta): -1.35 / -1.38 eV
SMILES: C=C.O=S
2S+1: 1

***

(11)
Computed, not measured: the molecule C2H4OS, with wB97M-V/def2-TZVPD.

Last column: Löwdin charge in e.
Atoms and positions in Å:
1 H -0.1698 -0.3361 -2.2785  0.080
2 S 1.8191 -0.3112 -0.9828  0.640
3 H -0.1898 -0.8407 1.3184  0.102
4 H -1.1153 0.5475 1.4573  0.062
5 H 0.5021 0.8274 1.0686  0.057
6 O -0.7308 0.0778 -0.3343  -0.149
7 C 0.1879 -0.1345 -1.2416  -0.690
8 C -0.3033 0.1698 0.9929  -0.102

Properties
highest occupied orbital energy: -0.32575 hartree
LUMO energy: 0.52 eV
SMILES: COC=S
2S+1: 1

***

(12)
Computed, not measured: the molecule C2H4OS, with wB97M-V/def2-TZVPD.

Last column: Löwdin charge in e.
Atoms and positions in Å:
1 C 0.9814 0.9929 0.1140  -0.459
2 H -0.6071 0.7768 -1.2392  -0.175
3 H 0.8822 2.1348 0.0171  0.127
4 C -0.1882 0.3893 1.1297  -0.400
5 H -0.5721 1.2164 1.9701  0.112
6 H -0.1898 -0.8064 1.3294  0.109
7 O 1.6758 0.3280 -0.5548  0.038
8 S -1.4803 0.7194 -0.2624  0.649

Properties
highest occupied orbital energy: -0.35345 hartree
LUMO energy: 0.75 eV
SMILES: O=CCS
2S+1: 1

***

Number 1: E -645.66020 hartree. Number 2: E -645.65258 hartree. Number 3: E -645.70950 hartree. Number 4: E -702.40035 hartree. Number 5: E -342.01797 hartree. Number 6: E -379.35601 hartree. Number 7: E -777.61743 hartree. Number 8: E -1175.74849 hartree. Number 9: E -1649.30310 hartree. Number 10: E -551.91001 hartree. Number 11: E -551.98816 hartree. Number 12: E -551.95709 hartree.